# 1
{
  "formula": "C19H32NO8S3",
  "method": "ωB97M-V/def2-TZVPD",
  "symbols": ["O", "C", "O", "C", "C", "C", "C", "C", "C", "N", "H", "H", "H", "H", "H", "H", "H", "H", "C", "C", "C", "S", "O", "O", "C", "H", "H", "H", "H", "H", "H", "H", "H", "C", "C", "C", "S", "O", "O", "C", "H", "H", "H", "H", "H", "H", "H", "H", "C", "C", "C", "S", "O", "O", "C", "H", "H", "H", "H", "H", "H", "H", "H"],
  "positions_angstrom": [[3.409357, 4.239460, -4.222868], [2.796630, 3.480493, -4.913008], [2.817673, 2.103468, -4.757316], [1.844450, 3.971076, -6.032164], [0.429847, 3.692656, -5.522412], [-0.267974, 4.669445, -4.865347], [-1.554202, 4.393159, -4.398979], [-2.056184, 3.105190, -4.594098], [-1.302765, 2.169338, -5.270702], [-0.075635, 2.469428, -5.718509], [3.496220, 1.728573, -5.338356], [1.988302, 3.373152, -6.943571], [1.961069, 5.035996, -6.231583], [0.203911, 5.638838, -4.734827], [-2.129329, 5.169915, -3.902370], [-3.039982, 2.812895, -4.235581], [-1.648145, 1.160472, -5.483487], [0.501716, 1.791912, -6.205088], [-0.515101, 0.672077, 0.019359], [-0.248725, 0.631567, -1.492778], [-1.341014, -0.241487, -2.124371], [-2.769904, -0.097531, -1.073771], [-3.056804, -1.368766, -0.469898], [-3.781280, 0.651139, -1.784759], [-2.005755, 0.954670, 0.151903], [0.082181, 1.435507, 0.514834], [-0.270321, -0.288606, 0.470887], [-0.305161, 1.648672, -1.895077], [0.743455, 0.243921, -1.724270], [-1.618624, 0.101116, -3.118928], [-1.041313, -1.287858, -2.157062], [-2.408238, 0.720572, 1.132912], [-2.228527, 1.990013, -0.109366], [-2.383812, -1.865394, 5.682046], [-3.313467, -1.056706, 4.770272], [-2.499179, 0.114607, 4.213531], [-0.787479, -0.435669, 4.179644], [-0.029691, 0.363441, 5.106519], [-0.364330, -0.603785, 2.800863], [-1.080659, -2.040652, 4.907133], [-2.818402, -2.827226, 5.949733], [-2.197533, -1.309477, 6.604176], [-3.658946, -1.689125, 3.949295], [-4.195538, -0.702541, 5.302762], [-2.810674, 0.381281, 3.207063], [-2.555516, 0.987414, 4.862020], [-0.242950, -2.318858, 5.532169], [-1.197897, -2.758596, 4.097382], [4.111226, -3.611247, 1.962513], [3.167385, -2.500920, 1.486459], [1.737827, -2.930427, 1.837000], [1.873095, -3.996106, 3.273527], [1.458501, -5.324485, 2.903025], [1.322641, -3.325279, 4.429629], [3.658815, -3.961715, 3.375300], [5.153179, -3.293589, 1.944444], [4.012752, -4.483539, 1.311879], [3.409132, -1.570363, 2.005523], [3.270419, -2.315162, 0.417088], [1.107239, -2.079514, 2.082592], [1.283549, -3.510127, 1.034233], [4.025610, -4.926271, 3.719151], [3.934875, -3.180441, 4.083682]],
  "atomic_forces_ev_per_a": [[-0.6, -0.8, -0.4], [0.7, 1.0, 0.0], [-0.2, 0.5, -0.3], [-0.7, -1.0, 0.5], [1.8, 0.6, -0.7], [-0.7, 0.2, 0.3], [0.5, -0.2, -0.2], [-0.3, -0.1, 0.0], [-0.4, -0.6, 0.0], [-0.4, 0.6, 0.3], [0.1, -0.1, 0.2], [0.2, 0.3, 0.2], [0.2, -0.2, 0.1], [-0.2, -0.1, 0.0], [0.0, -0.2, 0.0], [0.2, 0.1, -0.1], [0.0, 0.2, 0.1], [-0.2, -0.1, 0.1], [0.1, -0.1, -0.3], [0.0, 0.1, 0.0], [0.7, 0.0, -0.3], [-0.3, 0.4, 0.4], [-0.1, 0.0, -0.2], [-0.1, -0.1, -0.1], [0.3, 0.2, 0.2], [0.0, 0.0, 0.0], [0.0, 0.0, 0.1], [0.0, 0.0, 0.0], [0.0, 0.0, 0.0], [-0.1, -0.2, 0.0], [-0.1, 0.0, 0.0], [-0.1, -0.1, -0.1], [-0.1, 0.0, 0.0], [0.0, 0.2, -0.1], [-0.1, -0.1, 0.0], [-0.4, 0.1, 0.0], [-0.2, -0.6, 0.3], [0.2, 0.2, -0.3], [0.1, 0.4, 0.1], [-0.5, 0.0, 0.3], [0.0, 0.0, 0.0], [0.0, 0.0, 0.0], [0.0, 0.0, 0.0], [0.0, 0.0, 0.0], [0.1, 0.1, 0.0], [0.2, 0.0, 0.0], [0.1, 0.1, -0.1], [0.1, 0.0, 0.0], [-0.1, 0.0, -0.1], [0.1, 0.0, 0.1], [0.1, 0.3, -0.4], [0.4, 0.2, 0.0], [-0.2, 0.0, 0.2], [0.2, -0.4, -0.2], [0.3, 0.0, -0.1], [0.0, 0.0, 0.0], [0.0, 0.0, 0.0], [0.0, 0.0, 0.0], [0.0, 0.0, 0.0], [-0.1, -0.1, 0.1], [0.0, -0.1, 0.1], [-0.2, 0.0, 0.1], [-0.1, 0.0, 0.0]],
  "total_charge": 1,
  "gap_ha": 0.258,
  "total_energy_ha": -2594.15278
}

# 2
{
  "formula": "C19H33As2CoN2O5",
  "method": "ωB97M-V/def2-TZVPD",
  "symbols": ["Co", "C", "C", "N", "O", "C", "C", "N", "O", "H", "H", "H", "H", "H", "H", "H", "C", "As", "C", "C", "C", "C", "C", "C", "C", "As", "C", "C", "H", "H", "H", "H", "H", "H", "H", "H", "H", "H", "H", "H", "H", "H", "H", "H", "C", "C", "C", "O", "H", "H", "H", "H", "H", "H", "H", "C", "O", "C", "O", "H", "H", "H"],
  "positions_angstrom": [[0.628625, 0.179459, 0.176376], [3.203398, -0.746660, 3.314339], [2.200186, -0.195379, 2.360002], [1.920228, -0.735077, 1.225122], [2.717872, -1.780701, 0.773007], [1.486892, 1.036418, 2.619772], [1.565597, 1.811567, 3.891484], [0.780319, 1.449398, 1.585851], [0.177168, 2.554056, 1.586164], [3.880690, -1.427508, 2.808910], [2.685664, -1.295567, 4.104740], [3.762286, 0.061794, 3.783618], [3.102350, -1.362090, -0.031906], [1.566732, 1.146168, 4.756179], [0.702181, 2.472177, 3.949620], [2.463183, 2.434926, 3.942309], [-0.603927, 2.929257, -2.085924], [-1.023674, 1.434952, -0.921551], [-2.485526, 2.163817, 0.101952], [-1.936717, 0.223491, -2.142476], [-3.108222, 0.579267, -2.803879], [-3.740853, -0.320201, -3.649583], [-3.204347, -1.587067, -3.841128], [-2.032642, -1.945035, -3.190490], [-1.398304, -1.043425, -2.341548], [0.263356, -1.479901, -1.446999], [-0.005903, -3.279128, -0.799112], [1.438492, -1.758507, -2.971111], [-1.524264, 3.357899, -2.482579], [0.024260, 2.584005, -2.904350], [-0.060702, 3.671184, -1.506586], [-3.281643, 2.485145, -0.569120], [-2.101116, 3.002732, 0.675509], [-2.849402, 1.399865, 0.777954], [-3.538792, 1.563825, -2.660347], [-4.653734, -0.034978, -4.156771], [-3.698371, -2.293230, -4.496243], [-1.616697, -2.934193, -3.344716], [-0.124692, -3.974706, -1.628679], [-0.890816, -3.268162, -0.169857], [0.861562, -3.553384, -0.201480], [1.026259, -2.523007, -3.628399], [2.422190, -2.062014, -2.616469], [1.543999, -0.822415, -3.517234], [-1.754399, -2.391878, 2.440692], [-1.086018, -1.028112, 2.294802], [-1.909138, 0.039755, 3.009744], [-0.900697, -0.757972, 0.937176], [-1.896434, -2.656378, 3.491817], [-1.142460, -3.164829, 1.973079], [-2.732714, -2.379829, 1.951409], [-0.115518, -1.092234, 2.818220], [-2.901905, 0.099232, 2.555558], [-1.428003, 1.016271, 2.941033], [-2.037322, -0.209323, 4.066947], [3.283495, 2.681762, -1.817433], [2.114572, 2.182059, -1.157283], [2.137408, 0.882720, -0.799745], [3.121678, 0.209610, -1.087545], [3.086771, 3.732679, -2.009989], [3.457647, 2.148300, -2.751414], [4.159863, 2.569125, -1.181412]],
  "atomic_forces_ev_per_a": [[-0.1, 0.0, -0.3], [0.0, 0.0, 0.0], [0.0, 0.1, 0.1], [0.0, -0.1, -0.1], [0.0, 0.0, 0.0], [0.0, -0.1, 0.0], [0.0, 0.0, 0.0], [0.1, 0.0, 0.0], [-0.1, 0.1, 0.1], [0.0, 0.0, 0.0], [0.0, 0.0, 0.0], [0.0, 0.0, 0.0], [0.0, 0.0, 0.0], [0.0, 0.0, 0.0], [0.0, 0.0, 0.0], [0.0, 0.0, 0.0], [-0.1, 0.0, 0.0], [0.1, -0.1, 0.1], [0.0, 0.0, 0.0], [0.0, 0.1, 0.0], [0.0, 0.0, 0.0], [0.0, 0.0, 0.0], [0.0, 0.0, 0.0], [-0.1, 0.0, 0.0], [0.0, -0.1, 0.0], [0.0, 0.0, 0.1], [0.0, 0.0, 0.0], [0.0, 0.0, 0.0], [0.0, 0.0, 0.0], [0.0, 0.0, 0.0], [0.0, 0.0, 0.0], [0.0, 0.0, 0.0], [0.0, 0.0, 0.0], [0.0, -0.1, 0.0], [0.0, 0.0, 0.0], [0.0, 0.0, 0.0], [0.0, 0.0, 0.0], [0.0, 0.0, 0.0], [0.0, 0.0, 0.0], [0.0, 0.0, 0.0], [0.0, 0.0, 0.0], [0.0, 0.0, 0.0], [0.0, 0.0, 0.0], [0.0, 0.0, 0.0], [0.0, 0.0, 0.0], [0.2, -0.1, 0.0], [0.0, 0.0, 0.0], [-0.2, 0.2, 0.0], [0.0, 0.0, 0.0], [0.0, 0.0, 0.0], [0.0, 0.0, 0.0], [0.0, 0.0, 0.0], [0.0, 0.0, 0.0], [-0.1, 0.0, 0.0], [0.0, 0.0, 0.0], [0.0, 0.0, 0.0], [-0.1, 0.0, 0.1], [0.1, 0.0, 0.1], [0.0, -0.1, 0.0], [0.0, 0.0, 0.0], [0.0, 0.0, 0.0], [0.0, 0.0, 0.0]],
  "total_charge": 0,
  "gap_ha": [0.310, 0.310],
  "total_energy_ha": -7083.71425
}

# 3
{
  "formula": "C19H33B4CaF19N6O3S",
  "method": "ωB97M-V/def2-TZVPD",
  "symbols": ["Ca", "C", "C", "N", "C", "C", "N", "C", "C", "H", "H", "H", "H", "H", "H", "H", "H", "H", "H", "H", "C", "C", "N", "C", "C", "N", "C", "C", "H", "H", "H", "H", "H", "H", "H", "H", "H", "H", "H", "C", "C", "N", "C", "C", "N", "C", "C", "H", "H", "H", "H", "H", "H", "H", "H", "H", "H", "H", "B", "F", "F", "F", "F", "B", "F", "F", "F", "F", "B", "F", "F", "F", "F", "B", "F", "F", "F", "F", "C", "F", "F", "F", "S", "O", "O", "O"],
  "positions_angstrom": [[-1.701545, 3.703798, -1.207315], [-2.354675, -0.618602, 3.271405], [-2.290395, -0.856762, 1.725595], [-1.532595, -2.106062, 1.425855], [-0.314665, -2.139322, 0.785655], [-0.014265, -3.467772, 0.570995], [-1.030755, -4.231212, 1.141405], [-1.934835, -3.333522, 1.745035], [-1.083705, -5.634542, 1.100345], [-2.319475, -1.482082, 3.935675], [-3.246805, -0.136072, 3.670615], [-1.467495, -0.084672, 3.611885], [-1.587135, -0.104062, 1.369265], [-3.284755, -0.788312, 1.284375], [0.124675, -1.225982, 0.412575], [0.821705, -3.961462, 0.097905], [-2.842985, -3.580382, 2.274865], [-0.845445, -6.041292, 0.117555], [-2.066455, -5.975722, 1.425775], [-0.446445, -6.004612, 1.903495], [1.057915, -0.977512, 3.635965], [2.343425, -1.250182, 2.850155], [2.941405, -0.009312, 2.358095], [3.408805, 1.017138, 3.229225], [3.846145, 2.112288, 2.534965], [3.471655, 1.839058, 1.178175], [2.928065, 0.528468, 1.112585], [3.740725, 2.774998, 0.128055], [0.280575, -1.724602, 3.475675], [0.673555, 0.021648, 3.430885], [1.177515, -0.993222, 4.719275], [1.959995, -1.719242, 1.944025], [3.018515, -1.953512, 3.337695], [3.384355, 0.816918, 4.290225], [4.147875, 3.099368, 2.852815], [2.606615, 0.058448, 0.194895], [4.778255, 3.107958, 0.100345], [3.067675, 3.632028, 0.152935], [3.558205, 2.310448, -0.840955], [0.588415, -0.856542, -3.741735], [-0.199445, -1.870042, -2.882445], [0.337625, -3.277202, -2.915845], [-0.471695, -4.316102, -2.560005], [0.337305, -5.442682, -2.703705], [1.593155, -5.127842, -3.153315], [1.509975, -3.757742, -3.294335], [2.723955, -5.980302, -3.388045], [1.122035, -1.238742, -4.611945], [1.521365, -0.531902, -3.280965], [-0.010705, -0.007702, -4.071345], [-1.252975, -1.875442, -3.161985], [-0.106785, -1.576022, -1.836955], [-1.513365, -4.196322, -2.301225], [-0.047165, -6.445592, -2.590775], [2.318575, -3.069202, -3.490525], [2.801795, -6.315592, -4.422265], [2.631355, -6.853662, -2.742455], [3.744785, -5.682142, -3.149085], [-0.363465, 3.476998, -3.686185], [-0.831505, 2.514428, -2.805735], [-1.452555, 4.275448, -3.960615], [0.596815, 4.317608, -3.132505], [-0.072085, 3.031638, -4.937725], [-1.606995, 6.652028, -1.185875], [-2.036865, 7.264408, -0.075735], [-2.645695, 5.736338, -1.590375], [-1.243265, 7.515168, -2.151005], [-0.654825, 5.745718, -0.740445], [0.035725, 1.508258, -0.512005], [0.203255, 2.925438, -0.487295], [0.841145, 0.883948, -1.410905], [0.448015, 1.252768, 0.776265], [-1.273085, 1.239868, -0.669365], [-4.303725, 2.652208, -1.526035], [-3.537955, 2.614758, -0.367885], [-4.863225, 1.396778, -1.823805], [-5.379825, 3.492968, -1.250415], [-3.437995, 3.142828, -2.416665], [-0.294795, 3.761118, 3.310305], [-0.073185, 4.417478, 4.425575], [0.720835, 3.951518, 2.389355], [-0.502155, 2.472458, 3.702545], [-1.954965, 4.330748, 2.401705], [-1.732425, 3.979288, 1.058975], [-3.012505, 3.455558, 2.997215], [-2.174095, 5.790448, 2.619555]],
  "atomic_forces_ev_per_a": [[-0.7, 1.8, 0.9], [0.1, -0.3, 0.6], [1.5, -0.1, 1.8], [0.3, 2.9, -0.6], [-0.9, -1.0, -0.4], [0.3, 0.7, 0.2], [-0.3, 0.8, -0.7], [-0.9, -2.3, 0.9], [-0.4, -0.2, 1.2], [0.0, -0.9, -0.6], [0.1, 0.6, -0.7], [-0.3, 0.5, -0.2], [-0.8, 0.4, -0.4], [0.3, -0.3, -0.4], [0.1, 0.0, 0.2], [0.0, 0.2, 0.0], [0.2, -0.1, -0.3], [0.1, -0.1, 0.0], [-0.2, 0.1, -0.4], [0.6, -0.7, -0.2], [0.0, 0.3, 1.1], [-1.8, -0.2, -1.2], [1.0, 3.1, 0.0], [0.5, -0.6, -0.2], [-2.4, -2.0, -1.5], [-0.1, -3.1, 2.3], [1.6, 2.7, 1.3], [-0.4, 0.3, -1.8], [0.1, 0.0, -0.5], [-0.1, -0.1, -0.4], [0.5, 0.0, 0.1], [0.4, -0.4, -0.1], [0.4, 0.5, 0.0], [0.1, 0.1, -0.1], [0.1, -0.2, -0.1], [-0.1, 0.1, 0.1], [0.0, -0.1, 0.4], [-0.1, 0.0, 0.3], [-0.1, -0.1, 0.1], [1.2, -0.6, -0.2], [1.3, 1.0, -0.3], [-0.9, 0.0, -0.6], [1.9, -1.7, -0.5], [-2.3, -0.6, 0.4], [-1.5, 3.7, 0.4], [1.2, 0.4, 0.4], [0.8, -1.8, -0.2], [-1.0, -0.8, -0.8], [-0.6, 0.6, 1.0], [0.1, 0.0, 0.4], [0.2, -0.4, 0.0], [-0.3, 0.1, 0.0], [0.2, -0.1, 0.1], [0.5, -0.1, 0.0], [0.2, -0.4, -0.3], [-0.5, 0.0, 0.0], [-0.4, -0.1, -0.2], [-0.4, 1.3, 0.3], [-0.8, 2.5, -1.7], [0.8, -1.9, -0.2], [-1.7, 1.3, 0.7], [0.8, -0.8, 0.5], [1.8, -2.0, -1.0], [-1.2, -0.7, 0.8], [-0.9, 1.7, 1.4], [-0.7, 0.1, -0.9], [0.6, 0.4, -1.1], [2.4, -0.9, -0.3], [0.3, 2.4, 1.1], [1.2, 0.1, -0.9], [1.1, -1.0, -0.8], [0.7, -2.0, 1.9], [-1.3, -1.0, -0.3], [-3.2, -0.6, 1.9], [0.5, -0.9, 1.6], [0.7, -0.3, -0.4], [-0.2, 0.5, -0.5], [0.5, 0.5, -3.3], [-2.8, 0.6, -2.0], [0.9, 0.6, 0.3], [-0.4, -1.0, 1.9], [1.3, 0.2, -0.8], [-3.9, 1.7, 3.7], [1.4, -0.8, -2.3], [2.3, 1.3, -0.1], [1.3, -3.0, 0.3]],
  "s_squared": 0.76,
  "total_charge": -1,
  "multiplicity": 2,
  "gap_ha": [0.116, 0.197],
  "total_energy_ha": -4371.63289
}